The following is a quantum chemistry calculation of a cluster of 3 separate species, C3H11NO4 in total at a distorted geometry, from OMol25.

XYZ file:
```
19
Properties=species:S:1:pos:R:3:forces:R:3
O 0.724779 2.072654 0.150387 -0.584 -0.685 1.578
O 1.939909 -2.316615 -3.613726 0.361 1.731 0.681
O -3.194803 1.187678 -2.990305 -0.419 2.309 1.500
O 0.529066 -0.019668 -0.480317 -0.902 -0.006 -0.041
N 1.592991 -0.790055 2.137154 1.133 2.965 -0.183
C 0.618522 0.920412 0.542439 1.224 1.754 -4.860
C 0.736402 0.420363 1.899443 1.388 0.425 3.894
C -0.683970 0.285666 2.508497 2.669 -2.067 2.194
H -3.778819 1.826692 -2.477735 1.346 -1.011 -0.912
H 1.260435 -2.905115 -3.883850 -0.929 -0.870 -0.395
H 0.284581 0.444168 -1.347224 0.619 -0.451 2.030
H -0.805470 1.321601 2.698269 -2.147 0.801 -0.312
H -3.820205 0.535001 -3.229274 -0.891 -1.314 -0.578
H 1.203320 1.368343 2.587474 -0.837 -2.702 -2.217
H -1.300243 -0.442008 1.951326 -0.274 1.126 0.226
H 1.257386 -1.587137 1.705484 -1.719 -1.976 -0.904
H -0.480071 -0.137549 3.585392 -0.530 0.499 -2.014
H 1.460107 -1.505273 -3.331773 0.582 -0.881 -0.279
H 2.456085 -0.679159 1.588340 -0.088 0.354 0.592
```
Forces are in eV/Å.

Values from the calculation:
HOMO level	-9.9541	eV
energy above the lowest of the compared OMol25 structures with the same formula, charge and spin	266.5	kJ/mol
SMILES string	C[C@@H](N)C(=O)O.O.O
DFT total energy	-12968.2974	eV